# C2H23NO9

10 unconnected molecules or ions with the total composition C2H23NO9 (ωB97M-V with the def2-TZVPD basis set, OMol25).

Summary:
ΔE to the lowest compared entry with this formula, charge and spin = 183.18 kJ/mol
E_tot = -821.82267 Ha
2S+1 = 1
HOMO = -8.53 eV
frontier orbital gap = 8.643 eV

The geometry in XYZ format:
```
35
C2H23NO9 | OMol25 | ωB97M-V with the def2-TZVPD basis set
O 0.441 4.598 -1.052
O 0.519 2.436 0.884
O -1.033 1.922 -1.504
O 1.553 -0.079 1.604
O 1.828 -2.771 1.830
O -3.856 1.867 -0.489
O 2.084 -0.491 -0.728
O -1.598 0.728 1.189
O 1.898 -3.177 -0.687
N -0.578 -1.356 -1.325
C -0.989 -1.840 -0.076
C -0.782 -3.101 0.277
H -0.366 -3.867 -0.408
H -1.233 -3.689 1.174
H -1.442 1.644 1.460
H -3.315 1.650 0.179
H 0.750 1.504 1.015
H -0.375 -2.021 -2.027
H 0.495 3.929 -1.837
H 1.962 -3.329 0.285
H -1.076 0.640 0.373
H -1.092 -0.609 -1.683
H 1.150 -0.235 -1.021
H 0.943 -3.131 1.900
H -0.082 4.209 -0.327
H 0.735 2.851 1.729
H 1.814 -0.102 0.734
H 2.173 -1.479 -0.880
H 2.468 -3.636 -1.195
H -3.708 2.728 -0.745
H -1.765 2.413 -1.689
H 2.018 0.127 2.344
H 1.677 -1.822 1.511
H -1.539 -1.217 0.609
H -0.210 2.326 -1.795
```